1.
Computed, not measured: a cluster of 2 separate species, C6H14N2O2 in total, with ωB97M-V with the def2-TZVPD basis set.

Each line ends with the Mulliken charge.
Atoms and positions in Å:
C: -1.511 -0.181 3.131  -1.175
C: 0.978 2.219 1.596  -0.634
C: -0.762 0.593 2.082  0.636
O: -0.995 0.347 0.971  -0.514
N: 0.145 1.515 2.592  -0.201
H: -2.480 -0.730 2.859  0.292
H: 0.027 1.788 3.525  0.215
H: 0.370 2.885 0.953  0.233
H: -0.905 -0.895 3.756  0.291
H: -1.923 0.516 3.863  0.356
H: 1.808 2.696 2.089  0.340
H: 1.402 1.413 0.960  0.152
C: -0.619 0.392 -3.170  -0.803
C: 1.164 -2.391 -1.487  -0.988
C: 0.697 -1.683 -2.735  0.696
O: 1.174 -1.687 -3.823  -0.598
N: -0.216 -0.712 -2.400  -0.184
H: -0.227 -0.498 -1.315  0.243
H: 0.237 1.071 -3.363  0.287
H: 0.466 -3.055 -0.923  0.308
H: -1.037 0.187 -4.124  0.278
H: -1.349 0.963 -2.490  0.264
H: 2.053 -3.089 -1.797  0.273
H: 1.503 -1.665 -0.751  0.233

Computed properties:
**Lowest unoccupied orbital energy**: 0.594 eV
**Gap between HOMO and LUMO**: 9.6 eV
**Structure (SMILES)**: CNC(C)=O.CNC(C)=O

2.
Computed, not measured: a cluster of 2 separate species, C6H14N2O2 in total, with ωB97M-V with the def2-TZVPD basis set.

Each line ends with the Mulliken charge.
Atoms and positions in Å:
C: -2.114 -3.047 0.275  -1.100
C: 1.545 -2.622 1.045  -0.839
C: -0.855 -2.385 0.701  0.658
O: -0.729 -1.187 0.801  -0.552
N: 0.203 -3.217 1.023  -0.195
H: -2.882 -2.313 0.006  0.303
H: 0.358 -4.204 0.914  0.253
H: 1.670 -1.526 0.888  0.227
H: -1.782 -3.463 -0.723  0.269
H: -2.633 -3.904 0.700  0.354
H: 1.872 -2.701 2.116  0.301
H: 2.314 -3.210 0.532  0.326
C: 0.627 1.022 -1.895  -0.884
C: 0.149 4.383 -0.162  -0.843
C: 0.394 2.061 -0.788  0.645
O: 0.596 1.741 0.363  -0.587
N: 0.088 3.344 -1.168  -0.191
H: 1.204 1.154 -2.789  0.367
H: -0.294 3.559 -2.070  0.224
H: 0.243 3.843 0.802  0.276
H: 0.882 0.150 -1.268  0.125
H: -0.428 0.712 -2.140  0.274
H: 1.022 5.027 -0.151  0.280
H: -0.774 4.980 -0.109  0.310

Computed properties:
**Lowest unoccupied orbital energy**: 0.904 eV
**Gap between HOMO and LUMO**: 10.2 eV
**Structure (SMILES)**: CNC(C)=O.CNC(C)=O

Result of the stability comparison: 2 is the least stable of them.

1.
Computed, not measured: a structure of composition C9H26N4O3Rb, with ωB97M-V with the def2-TZVPD basis set.

Each line ends with the Mulliken charge.
Atoms and positions in Å:
Rb: -0.350 0.467 2.493  0.994
C: -4.242 2.215 -2.401  0.690
O: -3.456 2.596 -1.513  -0.723
N: -3.962 1.923 -3.603  -0.359
N: -5.541 2.162 -2.145  -0.411
H: -4.656 1.595 -4.260  0.184
H: -2.981 1.887 -3.840  0.225
H: -6.257 1.748 -2.725  0.181
H: -5.741 2.627 -1.271  0.214
C: -3.293 -5.320 -2.358  -1.268
C: -4.308 -4.478 -1.526  0.230
C: -5.653 -5.174 -1.415  -0.665
O: -6.629 -4.489 -0.617  -0.269
C: -7.978 -4.862 -0.636  -0.719
N: -3.848 -4.273 -0.183  -0.739
H: -3.062 -6.187 -1.740  0.329
H: -2.385 -4.731 -2.489  0.306
H: -3.752 -5.705 -3.268  0.378
H: -4.490 -3.533 -2.038  0.320
H: -5.563 -6.162 -0.965  0.340
H: -5.876 -5.299 -2.475  0.312
H: -8.097 -5.845 -0.180  0.282
H: -8.384 -4.805 -1.646  0.296
H: -8.458 -4.062 -0.073  0.241
H: -4.516 -3.735 0.351  0.332
H: -3.827 -5.176 0.268  0.294
C: 7.592 1.991 1.154  -1.399
C: 7.122 2.986 2.225  0.597
C: 7.816 4.307 2.205  -0.906
O: 7.679 4.832 3.537  -0.331
C: 8.314 6.075 3.642  -0.762
N: 5.735 3.066 2.252  -0.810
H: 6.733 1.335 1.017  0.360
H: 8.313 1.219 1.423  0.336
H: 7.939 2.387 0.199  0.317
H: 7.347 2.493 3.171  0.280
H: 7.384 4.970 1.456  0.365
H: 8.873 4.323 1.941  0.457
H: 9.072 6.268 2.883  0.342
H: 8.662 6.180 4.670  0.240
H: 7.587 6.860 3.436  0.282
H: 5.400 3.324 3.169  0.328
H: 5.736 4.003 1.876  0.306

Computed properties:
**Lowest unoccupied orbital energy**: -3.970 eV
**Net charge**: +1
**Gap between HOMO and LUMO**: 7.0 eV

2.
Computed, not measured: a structure of composition C9H26N4O3Rb, with ωB97M-V with the def2-TZVPD basis set.

Each line ends with the Mulliken charge.
Atoms and positions in Å:
Rb: -0.184 0.420 -1.071  0.979
C: -4.392 -2.512 4.415  -1.477
C: -3.534 -3.636 3.843  0.327
C: -4.401 -4.886 3.525  -0.694
O: -3.561 -5.810 2.838  -0.292
C: -4.105 -7.136 2.916  -0.833
N: -2.863 -3.146 2.708  -0.784
H: -5.329 -2.161 3.984  0.335
H: -3.772 -1.616 4.443  0.393
H: -4.551 -2.582 5.491  0.390
H: -2.724 -3.920 4.515  0.357
H: -5.230 -4.533 2.911  0.343
H: -4.778 -5.249 4.481  0.381
H: -4.331 -7.522 3.910  0.320
H: -3.389 -7.902 2.619  0.300
H: -4.953 -7.327 2.259  0.316
H: -2.307 -3.871 2.278  0.341
H: -3.612 -3.192 2.032  0.281
C: 6.982 0.851 -0.794  -1.454
C: 5.472 1.268 -0.740  0.338
C: 5.106 2.804 -0.996  -0.691
O: 3.979 3.048 -0.276  -0.310
C: 3.750 4.361 0.029  -0.808
N: 4.796 0.460 -1.695  -0.686
H: 7.596 1.137 -1.648  0.356
H: 7.015 -0.238 -0.812  0.445
H: 7.413 1.218 0.138  0.350
H: 5.012 1.026 0.217  0.260
H: 5.312 3.197 -1.992  0.415
H: 5.922 3.442 -0.656  0.357
H: 4.594 4.926 0.425  0.325
H: 2.871 4.504 0.657  0.250
H: 3.500 4.896 -0.887  0.344
H: 5.260 0.691 -2.562  0.274
H: 5.043 -0.512 -1.572  0.250
C: -2.576 4.419 -5.442  0.612
O: -2.335 3.290 -5.218  -0.643
N: -2.930 5.323 -4.613  -0.339
N: -2.457 4.925 -6.629  -0.379
H: -3.304 5.129 -3.695  0.231
H: -3.218 6.166 -5.088  0.171
H: -2.014 4.398 -7.369  0.204
H: -2.775 5.850 -6.878  0.145

Computed properties:
**Lowest unoccupied orbital energy**: -3.701 eV
**Net charge**: +1
**Gap between HOMO and LUMO**: 7.7 eV

Result of the stability comparison: 2 is the least stable of them.